No. 1
29
Properties=species:S:1:pos:R:3 method="wB97M-V/def2-TZVPD" orbital_gap_ev=7.120 largest_force_ha_per_bohr=0.0315 total_charge=+1 relative_energy_kj_mol=0.0
C 0.502 3.625 1.187
C -0.150 2.626 0.569
O 0.122 2.276 -0.738
C -0.635 1.328 -1.342
O -0.962 1.423 -2.488
C -1.020 0.070 -0.606
C -2.181 0.028 0.156
C -2.546 -1.125 0.820
S -3.997 -1.239 1.803
N -1.758 -2.200 0.686
C -0.634 -2.203 -0.054
C -0.223 -1.081 -0.732
C 1.021 -1.131 -1.577
C 2.194 -0.322 -1.006
C 2.716 -0.889 0.325
H 0.584 4.615 0.758
H 0.892 3.428 2.177
H -0.936 2.095 1.096
H -2.811 0.904 0.209
H -3.704 -0.287 2.700
H -2.024 -3.061 1.152
H -0.084 -3.131 -0.080
H 1.340 -2.171 -1.643
H 0.791 -0.777 -2.582
H 3.008 -0.434 -1.723
H 1.999 0.746 -0.947
H 3.369 -0.165 0.799
H 1.873 -1.141 0.971
H 3.257 -1.808 0.109

No. 2
17
Properties=species:S:1:pos:R:3 method="wB97M-V/def2-TZVPD" orbital_gap_ev="9.495 / 6.937" largest_force_ha_per_bohr=0.0788 multiplicity=2 relative_energy_kj_mol=131.1
C -2.329 0.467 -0.391
O -3.173 1.371 -1.024
C -0.809 0.634 -0.403
C -0.195 -0.421 0.470
C 1.336 -0.406 0.337
C 2.138 -0.036 1.362
N 1.838 -0.896 -0.938
H -2.567 0.270 0.713
H -2.470 -0.555 -0.925
H -0.432 0.546 -1.429
H -0.734 1.660 -0.035
H -0.617 -1.408 0.081
H -0.406 -0.466 1.491
H 3.220 0.413 1.144
H 1.559 0.030 2.334
H 1.071 -0.867 -1.597
H 2.569 -0.336 -1.190

No. 3
37
Properties=species:S:1:pos:R:3 method="wB97M-V/def2-TZVPD" orbital_gap_ev="3.869 / 3.680" largest_force_ha_per_bohr=0.0327 multiplicity=6 total_charge=+2
C 3.008 1.019 -2.056
C 1.691 0.408 -2.475
O 1.006 -0.330 -1.427
C 0.342 0.274 -0.445
C -0.540 1.446 -0.781
C -1.951 1.073 -1.287
N -3.012 1.144 -0.299
O 1.379 0.763 0.636
S 2.041 -0.479 1.212
O 2.072 -0.062 2.669
O 3.295 -0.899 0.752
O 0.961 -1.533 0.938
C -0.295 -0.865 0.422
P -1.360 -0.529 2.055
N -0.912 1.018 2.678
O -0.582 -1.517 3.079
P -1.219 -2.188 -0.591
O -1.046 -2.016 -2.021
O -2.720 -2.052 -0.120
O -0.695 -3.521 0.070
H 3.671 0.277 -1.617
H 2.893 1.891 -1.412
H 3.487 1.372 -2.970
H 1.027 1.140 -2.930
H 1.866 -0.351 -3.231
H -0.057 2.096 -1.505
H -0.646 2.038 0.130
H -2.183 1.788 -2.077
H -1.971 0.098 -1.771
H -3.303 0.256 0.081
H -2.866 1.832 0.424
H -0.480 0.936 3.596
H -1.744 1.584 2.827
H -0.059 -1.108 3.777
H -2.956 -2.502 0.705
H -0.232 -4.078 -0.578
Mn 2.091 1.578 3.541

No. 4
14
Properties=species:S:1:pos:R:3 method="wB97M-V/def2-TZVPD" orbital_gap_ev=10.544 largest_force_ha_per_bohr=0.0108 relative_energy_kj_mol=194.2
C -1.994 -1.353 1.437
C -1.235 -0.601 0.439
C -0.497 -0.047 -0.339
C 0.701 0.337 -1.112
C 1.201 1.748 -0.818
O 1.747 -0.556 -0.738
H -3.056 -1.094 1.454
H -1.580 -1.168 2.434
H -1.905 -2.424 1.227
H 0.505 0.237 -2.191
H 1.190 1.945 0.258
H 2.232 1.826 -1.175
H 0.598 2.511 -1.319
H 1.344 -1.432 -0.664

No. 5
8
Properties=species:S:1:pos:R:3 method="wB97M-V/def2-TZVPD" orbital_gap_ev=9.765 largest_force_ha_per_bohr=0.0624 relative_energy_kj_mol=122.5
C -0.768 -0.322 -0.522
N 0.175 0.623 0.033
S 1.016 0.138 1.339
F 2.527 -0.142 0.680
H -0.538 -1.234 0.141
H -1.837 -0.001 -0.478
H -0.540 -0.653 -1.472
H -0.035 1.590 0.279

No. 6
95
Properties=species:S:1:pos:R:3 method="wB97M-V/def2-TZVPD" orbital_gap_ev="7.333 / 6.881" largest_force_ha_per_bohr=0.0125 multiplicity=2 relative_energy_kj_mol=0.0
Re -0.009 -0.163 -0.112
C 6.756 -1.827 0.694
O 7.081 -0.466 0.921
C 6.432 0.171 1.931
C 6.728 1.523 2.095
C 6.100 2.250 3.085
C 5.132 1.657 3.889
C 4.878 0.300 3.761
C 5.529 -0.446 2.791
N 4.509 2.509 4.861
N 3.292 2.492 5.041
C 2.440 1.712 4.180
C 1.698 0.705 4.733
C 0.898 -0.149 3.951
C 0.819 0.052 2.597
O 0.106 -0.714 1.767
C 1.509 1.150 2.031
N 1.343 1.298 0.683
C 1.953 2.287 0.074
C 2.759 3.208 0.770
C 2.943 3.072 2.115
C 2.318 1.999 2.796
H 7.343 -2.135 -0.167
H 5.692 -1.947 0.480
H 7.031 -2.445 1.552
H 7.456 1.981 1.439
H 6.333 3.297 3.235
H 4.160 -0.189 4.403
H 5.293 -1.494 2.694
H 1.773 0.537 5.801
H 0.351 -0.963 4.405
H 1.797 2.376 -0.992
H 3.225 4.014 0.221
H 3.556 3.775 2.662
C -3.009 2.414 1.402
C -2.762 1.415 0.286
C -4.049 0.884 -0.323
O -1.992 0.335 0.829
C -1.917 2.067 -0.800
O -2.325 2.985 -1.475
O -0.723 1.553 -0.924
H -3.646 1.964 2.164
H -3.492 3.304 1.001
H -2.065 2.703 1.864
H -4.669 0.431 0.452
H -3.831 0.131 -1.086
H -4.597 1.699 -0.791
H -2.278 -0.528 0.443
O 3.011 -0.866 0.771
N 2.637 -1.698 -0.008
O 1.408 -1.550 -0.478
C -0.153 -4.042 0.755
Si -1.648 -3.146 0.090
C -2.908 -2.967 1.468
C -2.403 -4.146 -1.301
O -1.313 -1.652 -0.503
H -0.449 -5.023 1.135
H 0.304 -3.482 1.572
H 0.600 -4.184 -0.020
H -3.259 -3.944 1.807
H -3.786 -2.402 1.141
H -2.472 -2.447 2.324
H -2.571 -5.181 -0.995
H -1.732 -4.157 -2.163
H -3.363 -3.732 -1.619
O 0.353 -0.197 -2.226
S 0.501 1.012 -3.149
C 1.582 0.288 -4.384
C 2.932 0.146 -3.740
C 3.286 -1.046 -3.121
C 4.503 -1.155 -2.464
C 5.371 -0.074 -2.422
C 5.018 1.124 -3.031
C 3.801 1.233 -3.684
C -1.052 1.137 -4.062
C -1.507 -0.159 -4.659
C -1.524 -0.315 -6.041
C -1.928 -1.513 -6.612
C -2.311 -2.569 -5.798
C -2.291 -2.421 -4.418
C -1.893 -1.222 -3.844
H 1.590 0.958 -5.246
H 1.144 -0.669 -4.666
H 2.590 -1.875 -3.121
H 4.763 -2.082 -1.972
H 6.320 -0.157 -1.909
H 5.689 1.971 -2.993
H 3.522 2.170 -4.154
H -0.863 1.899 -4.823
H -1.751 1.570 -3.344
H -1.228 0.512 -6.677
H -1.944 -1.619 -7.689
H -2.624 -3.507 -6.238
H -2.588 -3.243 -3.780
H -1.863 -1.130 -2.764

What did the fifth record say?
8
Properties=species:S:1:pos:R:3 method="wB97M-V/def2-TZVPD" orbital_gap_ev=9.765 largest_force_ha_per_bohr=0.0624 relative_energy_kj_mol=122.5
C -0.768 -0.322 -0.522
N 0.175 0.623 0.033
S 1.016 0.138 1.339
F 2.527 -0.142 0.680
H -0.538 -1.234 0.141
H -1.837 -0.001 -0.478
H -0.540 -0.653 -1.472
H -0.035 1.590 0.279